The following is a DFT calculation (ωB97M-V/def2-TZVPD) of a cluster of 15 separate species, C90H210O45 in total at a distorted geometry.

Geometry as XYZ:
```
345
Properties=species:S:1:pos:R:3:forces:R:3
C -1.2383 6.3932 7.2227 1.1 0.4 0.0
O -1.9328 5.3174 6.6872 -1.2 -0.5 -0.5
C -1.9639 4.0407 7.3542 1.3 1.8 -0.3
C -0.7291 3.1929 6.9306 -1.1 0.4 0.3
O 0.5612 3.6508 7.3651 -1.9 -0.6 -1.2
C 0.6623 3.7640 8.7408 2.5 -0.2 0.7
C 2.1683 3.4299 9.1114 -1.8 -0.5 -0.9
O 2.5121 2.0196 9.0499 0.2 0.3 1.2
C 2.4696 1.3099 7.8186 -0.9 2.0 -1.5
H -1.5807 7.3604 6.8548 -1.0 -0.2 0.0
H -0.2184 6.4328 6.8403 0.6 -0.5 0.3
H -1.2319 6.4134 8.3125 0.0 -0.1 0.1
H -2.9417 3.6141 7.1309 0.3 -0.4 -0.5
H -2.0122 4.2175 8.4286 0.4 -0.1 0.3
H -0.7011 3.1427 5.8421 0.1 0.0 0.0
H -1.0054 2.2153 7.3257 0.7 -0.6 0.1
H -0.0035 3.1182 9.3134 -0.1 -0.2 -0.1
H 0.5059 4.8032 9.0301 -0.2 0.2 0.3
H 2.2340 3.8529 10.1138 0.6 -0.9 0.4
H 2.8002 4.0481 8.4737 0.2 -0.2 -0.3
H 3.1230 0.4613 7.6158 0.2 0.0 1.2
H 2.7143 2.0176 7.0264 0.3 0.1 -0.3
H 1.4496 1.0457 7.5396 -0.3 -0.4 0.4
C -1.3991 -4.7769 2.2355 -0.4 0.4 -0.5
O -2.8186 -4.7061 2.0555 1.1 -0.6 0.0
C -3.5053 -3.7945 2.8863 0.6 0.4 -0.7
C -4.5194 -3.1070 2.0116 -2.0 1.9 0.3
O -4.2400 -1.8868 1.2469 0.4 -1.4 0.1
C -3.2767 -2.0813 0.2101 0.5 0.4 1.0
C -3.6476 -3.0205 -0.8885 -0.4 0.8 0.3
O -4.5984 -2.3394 -1.7488 1.3 -1.7 1.0
C -5.0108 -3.2952 -2.6898 -0.8 1.4 -1.3
H -0.9255 -4.1877 1.4502 0.1 0.3 0.0
H -1.0432 -5.7937 2.0698 -0.2 -0.1 0.4
H -1.0897 -4.3813 3.2029 0.0 -0.2 0.0
H -2.8628 -3.0577 3.3684 0.4 0.2 -0.2
H -3.9341 -4.3552 3.7168 -0.7 0.1 0.0
H -5.2884 -2.6606 2.6420 -0.2 -0.5 0.4
H -5.0380 -3.8180 1.3684 0.2 -0.2 0.0
H -2.3650 -2.3727 0.7316 0.3 -0.2 -0.5
H -3.0914 -1.1018 -0.2309 -0.1 0.1 0.0
H -4.0470 -3.9446 -0.4705 -0.4 -0.1 -0.1
H -2.7424 -3.3391 -1.4056 0.1 0.2 -0.5
H -4.2534 -3.5076 -3.4444 0.5 -0.4 0.3
H -5.7346 -2.7454 -3.2914 -0.6 -0.4 0.1
H -5.4217 -4.2039 -2.2498 -0.1 0.0 0.0
C -1.4079 -8.7835 0.6008 0.8 -0.7 0.7
O -1.7414 -8.1743 -0.5807 -0.7 1.2 -0.7
C -2.8708 -7.3049 -0.4584 1.4 1.1 -1.2
C -2.9355 -6.5210 -1.7919 -1.4 -0.4 0.1
O -1.8437 -5.6834 -2.1213 0.0 -0.5 1.0
C -1.8257 -5.3140 -3.4714 0.3 -1.0 -1.0
C -0.4462 -4.9264 -3.8829 1.3 0.7 0.0
O 0.4189 -6.0356 -3.6593 0.0 -0.4 -0.5
C 1.7424 -5.9011 -4.2067 -1.0 1.0 1.4
H -0.3851 -9.1540 0.5318 0.1 -0.1 -0.2
H -2.0432 -9.6510 0.7796 -0.3 0.0 0.5
H -1.3952 -8.0777 1.4313 -0.3 0.0 0.3
H -2.7687 -6.5521 0.3232 0.3 -0.2 0.5
H -3.7722 -7.8844 -0.2589 -0.3 0.1 -0.3
H -3.8263 -5.8929 -1.8060 -0.4 0.1 0.4
H -3.1686 -7.2792 -2.5395 0.6 -0.1 -0.6
H -2.5677 -4.5754 -3.7749 0.0 0.2 0.3
H -1.9807 -6.2021 -4.0840 -0.6 -0.3 0.0
H -0.1024 -4.0173 -3.3895 0.3 0.0 0.8
H -0.3967 -4.5752 -4.9136 -0.5 -0.5 -0.5
H 2.1248 -5.0049 -3.7183 0.6 0.3 -0.4
H 1.7474 -5.7812 -5.2901 0.0 -0.2 -0.1
H 2.3611 -6.7210 -3.8419 -0.3 -0.2 -0.3
C 1.7002 4.6708 3.8351 -0.3 -0.2 -0.8
O 2.0464 3.8584 2.6729 -0.4 1.5 0.3
C 1.5616 4.4327 1.4246 0.3 -1.4 0.2
C 1.9115 3.5304 0.2401 0.2 0.1 0.7
O 3.3013 3.6677 -0.0896 -0.6 0.3 -0.8
C 3.7061 3.0392 -1.2985 0.4 -0.6 -1.0
C 3.1866 3.6181 -2.6693 0.9 0.4 2.5
O 1.8203 3.6695 -2.8218 -1.3 1.5 -0.8
C 1.1805 2.4704 -3.1049 0.3 -0.5 1.0
H 2.3006 5.5738 3.9452 0.4 0.0 -0.3
H 1.7636 4.1229 4.7753 0.4 -0.5 -0.3
H 0.6633 5.0032 3.7847 -0.2 0.0 -0.3
H 1.9307 5.4160 1.1329 0.5 0.3 0.7
H 0.4764 4.5260 1.4646 -0.2 -0.1 0.2
H 1.2134 3.8734 -0.5234 0.4 0.0 -0.6
H 1.7099 2.4774 0.4368 -0.2 -0.1 0.2
H 3.6679 1.9502 -1.2712 -0.8 -0.3 0.3
H 4.7863 3.1588 -1.3819 0.1 0.5 0.2
H 3.6970 3.1281 -3.4985 0.2 0.0 -0.1
H 3.4816 4.6568 -2.5203 0.1 0.2 -0.8
H 0.1131 2.6051 -3.2799 0.1 0.3 -0.2
H 1.2817 1.9148 -2.1726 -0.2 -1.0 -0.2
H 1.6653 1.9683 -3.9422 -0.1 -0.3 -0.1
C 1.7183 -2.6308 -6.3992 0.8 0.2 0.6
O 3.1436 -2.5775 -6.5221 0.0 0.2 0.0
C 3.6083 -2.3807 -7.8558 0.0 -0.6 0.4
C 5.0872 -2.7745 -8.0440 0.1 -0.4 0.5
O 5.8724 -1.8394 -7.3078 -0.2 0.4 -0.1
C 7.2673 -1.7456 -7.5827 -1.1 0.3 -0.7
C 8.0639 -2.9360 -7.1502 0.7 0.4 0.2
O 7.9170 -3.9586 -8.0681 -0.6 -1.2 -0.9
C 8.5828 -5.1466 -7.6720 0.0 0.5 -0.1
H 1.2033 -1.7520 -6.7874 0.1 0.1 -0.4
H 1.5375 -2.6097 -5.3245 -0.1 -0.3 0.1
H 1.2997 -3.5446 -6.8210 0.0 -0.1 -0.2
H 3.5137 -1.3338 -8.1441 0.0 0.3 0.0
H 2.9006 -2.9542 -8.4545 0.5 -0.2 -0.7
H 5.3352 -2.8765 -9.1005 0.0 1.0 -0.5
H 5.4126 -3.7691 -7.7391 -0.8 -0.3 0.6
H 7.5733 -0.7972 -7.1411 0.2 -0.3 0.4
H 7.3837 -1.6029 -8.6570 0.2 -0.1 -0.3
H 7.7595 -3.2883 -6.1646 0.0 0.2 0.4
H 9.1245 -2.6847 -7.1593 0.3 0.4 0.5
H 8.2045 -5.9607 -8.2903 0.0 0.0 0.2
H 8.4339 -5.3071 -6.6042 -0.3 -0.4 0.1
H 9.6592 -5.0485 -7.8124 0.2 0.0 -0.2
C -1.2568 2.3986 -6.7841 0.1 -1.0 -0.2
O -2.4608 2.9520 -6.3001 -0.1 0.2 -0.1
C -2.5573 3.1294 -4.9004 0.0 -1.7 -0.3
C -3.0029 1.7962 -4.2124 1.0 0.5 0.0
O -2.1229 0.7198 -4.5179 0.1 -0.2 -0.3
C -2.3753 -0.4884 -3.7948 0.6 -0.1 -0.3
C -1.5271 -1.6978 -4.3230 -0.7 0.5 -0.4
O -2.0232 -2.3913 -5.4817 -0.8 0.5 0.5
C -2.2701 -1.5077 -6.5791 -0.2 -1.1 -0.1
H -0.9592 1.4553 -6.3262 -0.6 -0.3 0.2
H -0.3397 2.9712 -6.6453 -0.2 1.0 -0.2
H -1.4706 2.1743 -7.8291 0.4 0.3 -0.1
H -3.3788 3.8222 -4.7180 0.3 0.3 0.1
H -1.5876 3.5046 -4.5733 -0.1 0.1 0.6
H -4.0216 1.5799 -4.5344 -0.2 -0.2 0.0
H -2.9696 1.9417 -3.1326 -0.3 0.2 0.3
H -3.4427 -0.7080 -3.7705 -0.2 -0.3 -0.3
H -2.1055 -0.3137 -2.7532 0.2 -0.2 0.3
H -1.4439 -2.4336 -3.5231 -0.2 0.1 -0.1
H -0.5111 -1.4018 -4.5840 0.2 0.5 0.3
H -2.8032 -2.0619 -7.3516 0.1 -0.4 0.1
H -1.2979 -1.2583 -7.0044 -0.1 0.9 0.0
H -2.9571 -0.6994 -6.3283 0.6 0.4 0.1
C -4.2920 1.9335 0.1853 -1.2 0.5 -0.2
O -5.7081 2.0004 -0.1477 1.1 -0.2 -0.1
C -6.2352 0.7928 -0.7287 0.7 0.7 -0.5
C -7.5209 1.1180 -1.5285 2.0 0.4 1.4
O -7.1877 2.0371 -2.6028 -0.2 -0.5 0.8
C -8.2305 2.3052 -3.4912 -2.6 -1.0 0.0
C -9.5864 2.8217 -2.8229 1.3 -0.3 0.1
O -10.2110 1.8309 -2.0201 -0.4 -0.8 0.9
C -11.4037 2.2734 -1.3287 0.4 0.9 -1.2
H -4.0851 1.1590 0.9239 0.1 -0.4 -0.2
H -3.9911 2.8817 0.6307 -0.5 0.1 0.2
H -3.6562 1.8759 -0.6982 -0.1 -0.6 -0.3
H -6.3911 0.0852 0.0856 -0.6 -0.2 0.0
H -5.5034 0.3008 -1.3695 0.3 0.2 -0.3
H -8.0991 1.5732 -0.7244 -0.8 0.3 -0.7
H -7.9197 0.1472 -1.8228 -0.4 0.3 -0.5
H -8.5066 1.4163 -4.0585 -0.1 -0.7 0.2
H -7.9536 2.9372 -4.3351 0.5 0.8 0.7
H -10.3046 3.1401 -3.5785 0.2 0.3 -0.3
H -9.2559 3.6395 -2.1824 -0.3 0.5 0.1
H -11.2342 3.2511 -0.8776 0.1 0.3 -0.1
H -11.8210 1.6803 -0.5149 0.9 -0.9 -0.2
H -12.1893 2.3536 -2.0801 -0.3 0.2 0.0
C -2.0155 4.8137 3.1947 -0.1 -0.7 0.0
O -1.7061 6.0657 2.6683 0.6 0.9 0.1
C -1.6981 7.0788 3.6481 -1.0 1.5 0.0
C -1.6332 8.4947 2.9766 0.2 -0.8 -0.3
O -2.7940 8.7688 2.2024 0.2 -0.9 0.5
C -2.6089 9.8296 1.2985 -2.1 0.2 -0.4
C -4.0220 10.0901 0.6147 1.6 0.2 1.0
O -4.8857 10.7937 1.5138 0.8 -0.3 -0.1
C -6.2116 10.6775 1.1437 -1.7 -0.7 -0.4
H -1.4777 4.5648 4.1095 0.4 0.2 0.1
H -1.7471 4.0982 2.4175 -0.2 -0.2 0.1
H -3.0634 4.7180 3.4790 -0.4 0.1 -0.2
H -0.9388 6.9590 4.4208 0.8 0.0 -0.4
H -2.5913 7.0028 4.2682 -0.6 0.1 -0.2
H -0.7364 8.5291 2.3580 0.1 -0.3 -0.6
H -1.4444 9.3384 3.6404 -0.3 -0.2 0.8
H -1.9148 9.5289 0.5137 0.3 0.2 -0.1
H -2.2794 10.6991 1.8672 0.2 0.4 -0.3
H -4.3587 9.0887 0.3465 -0.6 -0.1 0.2
H -3.9280 10.6593 -0.3101 0.2 0.1 -0.1
H -6.4691 10.9905 0.1319 0.5 0.4 -0.4
H -6.9283 11.2048 1.7734 0.7 0.4 0.5
H -6.5656 9.6471 1.1782 0.2 -0.5 0.1
C -9.8778 0.9517 5.0537 1.2 1.1 -0.2
O -8.6571 1.4186 4.4606 -0.4 0.6 0.2
C -8.1361 0.4773 3.5849 2.4 -0.3 0.7
C -6.5890 0.6615 3.2865 -0.4 1.3 -0.5
O -5.6810 0.7154 4.4191 -2.4 -0.5 0.3
C -4.3863 1.0429 4.1240 2.6 -0.9 -0.5
C -3.3651 0.5221 5.1863 -2.0 0.4 -0.5
O -3.2630 -0.8586 4.9409 0.8 -0.2 0.1
C -2.5118 -1.5626 5.9306 -0.1 0.8 -0.9
H -9.5571 0.1845 5.7585 -0.8 -0.3 0.0
H -10.5915 0.6634 4.2819 0.0 -0.5 0.1
H -10.2915 1.8252 5.5576 0.0 -0.2 0.2
H -8.7175 0.4760 2.6629 0.3 -0.2 -0.4
H -8.1498 -0.5100 4.0465 -0.5 -0.4 0.1
H -6.4028 1.5554 2.6912 -0.3 0.6 0.1
H -6.3458 -0.0968 2.5422 0.4 -0.8 0.4
H -4.1411 2.0728 3.8646 -0.6 0.6 0.3
H -4.0514 0.4819 3.2516 0.0 -0.2 -0.5
H -3.7613 0.7090 6.1844 -0.1 0.0 0.3
H -2.4266 1.0720 5.1172 0.4 -0.1 -0.3
H -3.1463 -1.6638 6.8111 0.3 -0.6 0.2
H -1.5948 -1.0271 6.1767 0.1 0.3 0.3
H -2.1548 -2.4632 5.4308 -0.5 -0.4 0.5
C 1.0735 -6.2359 -0.2007 -1.8 -0.3 -0.7
O 1.8589 -5.4732 0.6190 1.9 0.4 1.6
C 2.2772 -6.2194 1.7810 0.1 1.8 -0.5
C 2.8208 -5.2674 2.8147 -0.1 1.4 0.8
O 1.8185 -4.3617 3.3180 -0.4 0.0 0.6
C 2.2034 -3.5853 4.4737 -1.2 0.4 0.6
C 1.0700 -3.3829 5.5347 0.6 -1.1 -0.9
O 0.7414 -4.5709 6.2351 -0.1 -0.2 -0.4
C -0.0680 -5.4774 5.4827 0.5 -1.0 1.0
H 0.0940 -6.1907 0.2754 -0.6 -0.7 -0.4
H 1.3993 -7.2691 -0.3213 0.1 -0.2 0.1
H 0.9598 -5.7978 -1.1923 0.2 0.1 0.0
H 3.0913 -6.8647 1.4508 -0.1 -0.5 0.3
H 1.4520 -6.7391 2.2679 -0.2 -0.4 -0.4
H 3.5888 -4.5855 2.4498 0.5 -0.6 -0.4
H 3.1841 -5.8413 3.6672 0.4 -0.2 0.0
H 2.4395 -2.5487 4.2333 0.3 0.1 -0.7
H 3.0624 -3.9528 5.0351 0.2 -0.5 -0.3
H 0.1400 -2.9848 5.1288 0.0 0.4 -0.4
H 1.5026 -2.6694 6.2361 -0.2 0.0 0.2
H -1.1095 -5.1677 5.3964 0.0 0.4 -0.2
H -0.0571 -6.4008 6.0617 -0.3 0.0 0.4
H 0.3423 -5.8267 4.5352 0.1 0.8 -0.3
C -5.2849 10.8948 -4.2867 -0.1 -0.4 0.7
O -4.3478 10.1631 -3.5338 0.9 0.0 -0.8
C -4.2486 8.8343 -4.0456 0.7 1.4 1.4
C -3.3825 8.0760 -3.0841 1.3 -0.7 -0.2
O -2.0154 8.6032 -3.0433 -0.8 0.0 -0.1
C -1.0437 8.0090 -2.1497 -1.6 -0.8 -1.2
C -0.8672 6.4945 -2.4293 -0.6 0.3 0.8
O -2.0112 5.6902 -2.0318 0.5 0.5 -0.3
C -2.0446 5.3660 -0.6488 1.1 0.2 -0.3
H -5.1517 11.9409 -4.0111 -0.4 -0.1 -0.1
H -6.2258 10.4352 -3.9840 -0.8 0.8 -0.2
H -5.2116 10.7689 -5.3669 0.4 0.0 -0.2
H -3.7965 8.8358 -5.0374 -0.2 0.0 -0.3
H -5.2678 8.4501 -4.0045 0.0 -0.7 -0.4
H -3.3375 7.0639 -3.4862 -0.1 -0.3 0.4
H -3.8564 8.0672 -2.1026 0.2 0.0 0.2
H -1.3660 8.1877 -1.1239 0.2 -0.1 0.2
H -0.1289 8.5534 -2.3835 0.1 -0.1 0.2
H 0.0230 6.1508 -1.9025 0.2 -0.2 0.1
H -0.7080 6.3449 -3.4972 -0.2 -0.1 0.0
H -2.9485 4.8031 -0.4161 -0.1 0.4 -0.1
H -1.8602 6.2334 -0.0150 -0.7 0.2 0.1
H -1.1832 4.7451 -0.4024 0.2 -0.6 -0.1
C 4.2825 -6.2542 7.4215 -0.5 1.1 -0.5
O 4.9113 -5.0878 6.7776 -0.4 -0.9 1.0
C 4.9791 -3.9008 7.5731 1.8 0.5 -1.0
C 5.8745 -2.8581 6.8057 -1.8 -0.1 0.1
O 5.1824 -2.4292 5.6287 -0.3 -0.9 0.3
C 5.7543 -1.3260 4.9999 -0.3 0.5 -1.2
C 4.7628 -0.6440 3.9819 -0.3 -0.6 2.6
O 3.6815 -0.0515 4.8027 1.1 -0.2 -1.5
C 2.9131 0.9041 4.0691 0.7 0.5 0.1
H 3.2064 -6.1672 7.2718 -0.2 0.1 0.1
H 4.4398 -6.3542 8.4955 0.4 0.4 0.1
H 4.5646 -7.1986 6.9561 0.5 0.4 -0.3
H 5.5569 -4.0836 8.4791 -0.1 -0.3 0.4
H 4.0371 -3.4314 7.8569 -0.4 -0.3 -0.3
H 6.8717 -3.2652 6.6384 0.0 -0.2 -0.4
H 5.9715 -1.9498 7.4005 0.2 -0.1 0.6
H 6.6326 -1.6537 4.4438 0.3 0.0 -0.3
H 6.1075 -0.6172 5.7488 -0.2 0.4 0.0
H 4.3389 -1.4002 3.3211 -0.1 -0.1 0.0
H 5.3277 0.0507 3.3603 -0.2 0.5 0.2
H 3.4445 1.8413 3.9038 0.5 0.1 0.1
H 2.0571 1.2075 4.6718 -0.3 -0.5 -0.2
H 2.6831 0.5820 3.0534 -0.5 -0.4 0.1
C 6.3750 2.4678 -6.7144 0.3 1.0 1.1
O 5.2061 2.4069 -5.8788 1.4 2.4 -1.6
C 4.6516 1.1883 -5.8278 -0.9 -2.0 1.9
C 5.4699 0.2383 -4.8985 -0.4 0.2 0.1
O 5.5569 0.8105 -3.5589 -0.3 0.2 -1.1
C 6.4709 0.1588 -2.7045 -1.0 -0.8 0.0
C 6.1426 0.4272 -1.2495 -0.4 -0.7 0.3
O 4.8503 -0.1579 -0.9071 0.4 0.2 -1.2
C 4.3910 0.0521 0.3955 0.6 1.0 0.9
H 7.2298 2.4356 -6.0389 0.3 -0.5 -0.1
H 6.4518 3.4608 -7.1573 -0.4 0.0 -0.1
H 6.4724 1.7337 -7.5142 -0.4 -0.3 0.2
H 4.3586 0.8189 -6.8105 0.7 -0.7 -0.2
H 3.6834 1.2998 -5.3396 -0.2 0.1 0.3
H 6.4753 0.0634 -5.2815 0.2 0.1 -0.1
H 4.9564 -0.7229 -4.8750 0.0 -0.2 0.2
H 7.5074 0.4234 -2.9138 0.2 0.2 0.0
H 6.3711 -0.9180 -2.8409 0.1 -0.3 -0.1
H 6.2694 1.4936 -1.0626 -0.7 0.2 0.3
H 6.8969 -0.0790 -0.6472 0.2 -0.1 0.1
H 4.8584 -0.5757 1.1541 0.5 -0.3 -0.1
H 3.3236 -0.0785 0.5737 -0.2 -0.2 -0.9
H 4.5890 1.0876 0.6723 0.0 0.2 0.3
C 1.6213 -1.2495 -2.2798 -1.0 0.0 0.5
O 0.4512 -2.0222 -1.9940 0.1 -0.6 0.1
C 0.6122 -2.9834 -0.9458 0.5 -0.2 -1.6
C 0.9231 -2.4378 0.3987 -0.3 -0.3 0.3
O -0.0804 -1.5196 0.7965 1.2 0.3 0.8
C 0.0542 -1.1517 2.1783 -1.8 0.6 -0.2
C -0.8843 0.0385 2.3949 -0.5 -0.6 -0.8
O -0.5563 1.1688 1.6144 0.2 0.4 -1.0
C -0.7592 1.0735 0.1779 0.2 -0.2 -0.1
H 1.3943 -0.8737 -3.2775 0.3 0.8 0.3
H 2.6082 -1.7094 -2.3314 -0.2 -1.0 0.1
H 1.6888 -0.5576 -1.4403 0.3 0.9 -0.6
H 1.4400 -3.5951 -1.3043 0.4 -0.4 0.5
H -0.2365 -3.6674 -0.9476 -0.4 0.4 0.0
H 1.9245 -2.0078 0.3792 0.2 0.4 0.3
H 0.9227 -3.2927 1.0749 0.4 0.0 0.2
H 1.0097 -0.8392 2.5995 0.7 -0.3 -0.9
H -0.3125 -1.9848 2.7779 0.1 -0.2 0.3
H -0.9124 0.2832 3.4567 0.3 0.4 0.0
H -1.9115 -0.2243 2.1420 -0.2 -0.5 -0.1
H -1.6072 0.4993 -0.1953 -0.6 -0.1 0.9
H 0.0268 0.5550 -0.3712 0.6 0.2 0.5
H -0.8644 2.0673 -0.2575 0.1 0.3 0.5
C 4.7711 -3.6303 -4.0192 0.2 -1.2 -0.2
O 4.8139 -4.5936 -2.9401 0.1 2.0 0.4
C 4.9231 -3.8608 -1.6956 -0.3 -1.1 0.9
C 5.0030 -4.8694 -0.5149 1.5 0.1 -0.6
O 6.2817 -5.5582 -0.5351 -1.3 -0.4 -0.1
C 6.3355 -6.6646 -1.4603 1.5 0.6 1.3
C 7.4702 -7.6344 -0.9331 -1.9 0.0 -1.0
O 8.7188 -7.0446 -0.9373 1.6 -0.1 -0.7
C 9.7451 -8.0491 -0.8735 0.0 0.5 1.2
H 5.7024 -3.0891 -4.1862 0.3 0.3 0.7
H 3.9384 -2.9378 -3.8956 0.0 0.0 -0.1
H 4.6992 -4.1923 -4.9503 -0.6 -0.1 0.1
H 4.1054 -3.1654 -1.5066 -0.7 -0.2 -0.3
H 5.7664 -3.1702 -1.6868 0.6 -0.4 -0.1
H 4.1614 -5.5606 -0.4687 -0.1 -0.2 -0.6
H 4.9745 -4.4159 0.4759 0.1 0.7 -0.2
H 6.5583 -6.2445 -2.4411 0.4 -0.3 -0.1
H 5.3511 -7.1193 -1.5718 0.0 -0.5 0.4
H 7.4589 -8.4917 -1.6063 0.0 -0.3 -0.4
H 7.2837 -8.0695 0.0488 -0.5 0.3 0.4
H 9.8203 -8.4252 0.1467 -0.4 -0.3 0.3
H 10.7427 -7.6264 -0.9923 -0.3 0.4 -0.7
H 9.5793 -8.9135 -1.5166 -0.1 0.2 -0.4
```
Positions in Å, forces in eV/Å.

Orbital gap: 9.31 eV
ΔE to the lowest compared entry with this formula, charge and spin: 0.340 eV
HOMO energy: -8.8 eV